Density functional theory data (ωB97M-V/def2-TZVPD) for an isolated ion of composition C31H28F5N4OS and charge +1 in a non-equilibrium geometry.

Structure (XYZ):
```
70
Properties=species:S:1:pos:R:3:forces:R:3:mulliken_charge:R:1
C 3.6373 -0.5849 4.3734 0.5 -0.2 0.0 -1.0153
N 2.5023 -0.5184 3.4802 -0.7 0.2 0.0 0.2919
C 1.2471 -0.3089 3.9588 -0.2 -0.9 1.0 0.1214
O 0.9230 -0.2295 5.1564 0.4 0.2 -2.5 -0.7064
C 0.3137 -0.3242 2.7182 -0.6 -0.1 1.2 0.0325
C -0.3485 1.0352 2.5650 -0.3 1.0 0.0 -0.2945
C -1.1559 1.4570 3.7662 -0.5 0.0 0.9 -0.1276
C -0.6669 2.3858 4.6988 0.2 0.0 0.0 0.2495
F 0.5298 2.9904 4.4626 -0.8 -0.5 0.2 -0.3729
C -1.3430 2.7046 5.8805 -0.1 0.1 0.1 0.2452
F -0.8237 3.5897 6.7648 -0.5 -0.8 -0.8 -0.2783
C -2.5776 2.0906 6.1458 0.0 0.0 0.1 0.7107
F -3.2519 2.3840 7.2778 0.6 -0.2 -1.0 -0.2798
C -3.1137 1.1744 5.2285 -0.1 0.0 0.1 -0.0151
F -4.3091 0.5883 5.4779 1.0 0.5 -0.2 -0.2830
C -2.3952 0.8747 4.0642 -0.1 0.1 0.1 0.3692
F -2.9319 -0.0215 3.1850 0.4 0.5 0.5 -0.3654
N 1.1732 -0.6499 1.5985 -0.2 0.0 -0.5 0.3864
C 0.6337 -0.7571 0.3209 0.2 -1.0 -0.4 -0.2676
C 1.1924 -1.0476 -0.9010 0.9 1.0 1.1 -0.5603
C 0.4727 -1.4226 -2.2189 1.1 -1.0 0.7 0.7645
C 1.6209 -1.9651 -3.1312 0.7 0.1 -0.3 0.2650
C 1.2147 -2.8416 -4.1361 0.7 0.3 -0.4 -0.4103
C 2.0891 -3.1941 -5.1827 -0.5 -0.8 0.4 -0.7691
C 3.4674 -3.0699 -5.0153 -0.6 0.7 -0.4 -0.4502
C 3.9592 -2.3408 -3.9334 -1.0 0.0 0.6 -0.6394
C 3.0436 -1.7077 -3.0450 0.5 -0.3 -0.1 -0.2397
C 2.5852 -0.8135 2.0328 -0.1 0.2 0.2 0.0502
C 3.4640 0.2422 1.3765 0.0 0.1 0.1 -1.3605
C 3.0495 -2.2583 1.8228 -0.1 0.1 0.2 -1.5709
H 3.3324 -0.2708 5.3735 -0.2 -0.1 -0.2 0.3704
H 4.0325 -1.6045 4.4415 -0.1 0.1 0.0 0.3247
H 4.4471 0.0737 4.0454 -0.1 0.0 0.0 0.3290
H -0.4851 -1.0752 2.9148 0.5 0.2 -0.2 0.4495
H 0.4147 1.8135 2.4066 -0.2 -0.4 -0.2 0.4596
H -1.0175 1.0095 1.6973 0.2 0.1 0.0 -0.1076
H -0.4548 -0.7471 0.3308 0.0 0.3 0.3 1.0004
H 2.3172 -1.1941 -0.9035 -1.9 0.4 -0.2 -0.6183
H -0.1524 -2.3250 -1.9458 0.1 1.2 -0.8 0.1912
H 0.2260 -3.2922 -4.0750 0.0 0.4 -0.4 0.5964
H 1.6353 -3.6587 -6.0722 0.6 -0.1 0.5 0.3648
H 4.1304 -3.4658 -5.7723 0.1 0.0 0.1 0.4060
H 5.0460 -2.3093 -3.7642 -0.7 0.3 0.0 0.3857
H 3.5858 -1.1102 -2.2661 -1.2 -0.4 -0.7 0.2743
H 3.1169 1.2357 1.6968 0.1 -0.3 -0.2 0.3307
H 4.5033 0.1121 1.6952 -0.1 0.1 -0.2 0.4802
H 3.3952 0.1690 0.2913 0.2 0.1 0.0 0.2408
H 2.5132 -2.9025 2.5334 0.2 0.1 -0.3 0.4014
H 2.8122 -2.5804 0.8073 0.1 0.0 0.1 0.2952
H 4.1274 -2.3482 1.9997 -0.2 0.0 -0.1 0.4334
C -5.4379 2.9587 -3.0815 0.9 -0.5 0.3 -0.6412
C -4.5570 2.0819 -3.7443 0.1 0.1 0.1 -0.6505
C -3.3815 1.6736 -3.0901 0.6 -0.1 0.3 -0.0783
C -3.1200 2.0870 -1.7876 0.3 -0.2 0.1 0.9578
C -3.9842 2.9345 -1.1073 -0.1 0.1 0.0 -0.5743
C -5.1318 3.3834 -1.7709 0.2 -0.4 -0.6 -0.5794
S -1.5729 1.3803 -1.1863 -0.3 0.4 0.6 0.0303
C -1.3280 0.5194 -2.6347 -0.8 -0.4 -1.0 0.4901
N -0.4681 -0.4295 -3.0788 -0.3 0.7 1.2 0.1112
C -0.9318 -0.7494 -4.4594 -0.1 -0.6 -0.9 -0.6271
C -2.2054 0.0856 -4.7525 -0.3 -0.1 -0.2 -0.7208
N -2.3096 0.8491 -3.5293 -0.1 0.0 0.3 0.1858
H -6.3501 3.3051 -3.5831 0.5 -0.2 0.3 0.3830
H -4.7876 1.7352 -4.7477 0.1 0.1 0.1 0.4174
H -3.7544 3.2348 -0.0854 -0.2 0.0 -0.3 0.4523
H -5.8130 4.0685 -1.2924 0.0 0.0 0.2 0.4009
H -0.1796 -0.5313 -5.2149 0.3 0.0 0.3 0.3090
H -1.1948 -1.7973 -4.5749 0.2 -0.1 0.3 0.3370
H -2.0962 0.7606 -5.6289 0.0 -0.5 0.5 0.3311
H -3.1232 -0.5408 -4.8766 0.7 0.4 0.0 0.3778
```
Forces are in eV/Å.

Values from the calculation:
LUMO energy = -2.8 eV
HOMO energy = -10.906 eV
total energy = -2389.59068 a.u.
largest force on an atom = 2.6 eV/A
charge = +1
spin multiplicity = 1

Density functional theory data (ωB97M-V/def2-TZVPD) for a 4-piece molecular cluster, H8O4 overall in a non-equilibrium geometry.

Structure (XYZ):
```
12
Properties=species:S:1:pos:R:3:forces:R:3:lowdin_spin:R:1
O -1.9684 -1.0510 -0.1262 -0.2 1.0 1.2 0.2803
H -1.9111 -1.8822 0.3451 0.0 -0.7 0.2 0.0767
H -1.8951 -1.2931 -1.0493 0.1 -0.3 -1.2 0.1290
O 2.2046 0.6672 2.5602 0.7 0.0 0.6 0.0244
H 1.4612 0.8122 3.1454 -0.2 0.0 0.0 0.0024
H 1.8507 0.8104 1.6825 -0.6 0.0 -0.6 0.0037
O 0.3836 0.0645 -2.3035 1.2 0.5 0.0 0.1933
H -0.2356 -0.6562 -2.4186 -0.7 -0.8 -0.1 0.1051
H -0.1584 0.8531 -2.3297 -0.5 0.4 -0.1 0.0492
O 0.2325 0.8660 0.3584 0.6 0.9 1.0 0.0887
H -0.4931 0.2971 0.6156 -0.5 -0.4 -0.2 0.0272
H 0.5293 0.5121 -0.4800 0.0 -0.4 -0.6 0.0202
```
Forces are in eV/Å.

Values from the calculation:
LUMO energy (spin up / spin down) = 4.1 / 4.0 eV
HOMO energy (spin up / spin down) = 0.457 / -7.321 eV
total energy = -305.73423 a.u.
<S²> = 0.750
largest force on an atom = 1.6 eV/A
charge = -1
spin multiplicity = 2
energy relative to the best compared isomer or geometry (same formula, charge and spin) = 0.2 kcal per mole